Here is a cluster of 17 separate species, H35O17 in total from the Open Molecules 2025 dataset. Energies are from ωB97M-V with the def2-TZVPD basis set.

ORCA input file:
```
! wB97M-V def2-TZVPD RIJCOSX def2/J DEFGRID3
* xyz 1 1
O 0.2787 -0.6382 -1.3858
H 1.0740 -0.1687 4.4401
H 1.6478 1.1936 4.9125
O 1.8495 0.3862 4.4227
H -1.6318 3.3507 -2.6605
H -4.1984 0.2385 -0.4389
O 0.5960 -1.4395 1.5574
H 1.0578 -2.2869 1.5898
H -0.1234 -1.2213 1.0019
O -0.4130 -3.9748 -2.2960
H -0.1253 -3.7835 -3.1591
H 1.1521 2.8730 -0.1921
O 1.1955 1.8593 -0.1001
H -1.3742 -1.7431 -3.6849
O -2.0413 1.8996 0.3969
H -2.9435 2.2795 0.5581
H 1.8791 -2.7797 -4.5982
O 3.9901 2.4412 2.1916
H 2.3634 -2.9637 -0.1593
H -4.0770 -0.9018 1.8852
O 0.3563 1.9939 2.6100
H -0.0546 -1.4462 -1.8347
H -2.1132 1.3973 5.0653
O -1.4210 2.4397 -2.8312
H -5.2718 0.9503 -1.0036
H -0.7763 2.2477 -2.0879
O 1.0229 -2.3421 -4.6305
H 3.7887 3.2250 2.6856
H 1.0003 -1.4235 -4.3005
O 2.3171 0.9712 -3.7049
H 1.7164 0.7579 2.5592
H 0.3128 1.8301 0.4004
O -3.5191 -1.1140 1.1229
H 1.6619 0.4175 -4.1464
H -2.7192 -1.5677 1.2989
O 2.2626 0.5423 1.7966
H 0.6059 -0.2895 -2.2687
H 1.8906 -0.3262 1.4926
O -1.6042 0.6470 4.7585
H 4.8914 2.6042 1.7645
H -2.1549 1.2357 -0.2912
O -2.0309 -1.2623 -4.2165
H 2.1555 1.4553 1.0733
H 0.0571 1.4296 3.3805
O -4.6308 1.1393 -0.2882
H -2.2156 -0.0506 4.5642
H -0.5832 -4.9311 -2.1313
O 1.9655 -3.4838 0.6000
H 2.8255 -3.8948 0.8764
H -0.5296 1.9927 2.1597
H 1.8162 1.7976 -3.7574
H -2.2515 -1.8615 -4.9544
*
```

Gap between HOMO and LUMO (eV): 11.02
HOMO energy (Ha): -0.502
Largest force on an atom (eV/A): 3.83
ΔE to the lowest compared entry with this formula, charge and spin (kcal/mol): 91.4